Record 1
Formula: C16H20Br2NOSiZn
Source: the Open Molecules 2025 dataset
Level of theory: ωB97M-V/def2-TZVPD

Structure (ORCA input):
```
! RIJCOSX wB97M-V def2-TZVPD def2/J DEFGRID3
* xyz 1 1
C -3.95125 3.57787 -0.81552
H 2.65764 -2.46767 2.36897
Si 2.16088 -2.26126 -0.03099
C -2.87610 2.26499 0.89236
H 2.03497 -4.65250 -0.49353
C 0.31631 1.32940 0.48604
C 3.13601 -1.92880 -1.58843
C 2.90512 2.11877 0.77249
H 3.83393 -3.36165 1.40765
Zn -0.85983 -1.09773 -0.24767
C -3.64898 -2.88280 -0.01374
C 1.29826 0.32921 0.42194
H -0.22667 3.38694 0.72439
O -1.02384 0.86535 0.31392
C 2.61295 0.77894 0.56289
H -4.72078 4.27781 -1.11071
C 0.57761 2.66591 0.68596
H 0.80128 -4.23280 0.67220
C -3.04885 3.10640 -1.76160
H -1.32544 1.85044 -2.10481
H -2.77728 1.93050 1.91665
H -4.35402 -3.09474 0.78068
N 0.92979 -1.02233 0.23182
H 2.46115 -1.80188 -2.43893
H 3.76597 -1.04149 -1.53465
Br -1.90435 -3.50410 0.46980
H 3.93862 2.41910 0.87988
C 1.28254 -3.89836 -0.25104
C 3.26683 -2.42970 1.46249
C -1.99619 1.80822 -0.06868
H 3.42960 0.07622 0.50860
C -3.86534 3.16103 0.50470
Br -3.52557 -0.98051 -0.25166
H 0.56229 -3.91287 -1.07201
C -2.05567 2.21225 -1.39110
H 3.98806 -1.62270 1.58320
H 2.12787 4.10906 1.00318
H -3.93398 -3.33934 -0.95307
H -3.11341 3.43959 -2.78839
C 1.89858 3.06593 0.83884
H 3.78528 -2.77869 -1.81117
H -4.56401 3.53800 1.23902
*
```

Largest force on an atom: 0.636 eV/Å
HOMO energy: -10.72 eV
Calculated total energy: -7968.35149 Ha
Energy above the lowest of the compared OMol25 structures with the same formula, charge and spin: 27.45 kJ/mol
LUMO level: -4.0562 eV

---

Record 2
Formula: C20H23CoN5O5
Source: the Open Molecules 2025 dataset
Level of theory: ωB97M-V/def2-TZVPD

Structure (ORCA input):
```
! RIJCOSX wB97M-V def2-TZVPD def2/J DEFGRID3
* xyz 1 1
H 1.64553 -8.11628 0.46032
C -1.04766 -4.81188 0.79127
O -0.35375 -1.17976 -3.47759
C 1.32682 -3.97051 -0.52718
H -3.51358 2.76197 -0.12496
C 1.05027 -5.28990 -0.30704
O -0.28720 -0.77582 0.07775
C 2.35159 1.59260 1.03513
Co -0.18911 1.04583 -0.30795
H -1.94666 -5.14745 1.28761
N -0.51735 0.78084 -2.14466
C 1.41833 0.86269 1.96576
C 0.66269 -1.59810 -0.30408
C -2.28449 1.29635 1.60316
C -0.40744 -0.22325 -2.80403
H 2.91305 3.24000 -0.87996
O 1.73163 -1.22490 -0.77971
C 0.69016 4.94110 -1.25188
H -3.19960 0.78539 1.89884
C 1.05294 -7.52339 -0.23610
C -0.56976 5.52509 -1.23416
C -2.62615 2.36455 -0.61839
C -1.53634 3.40190 -0.76193
N 1.81578 1.47832 -0.34020
C 0.78172 3.58207 -1.00515
N 0.08210 1.34532 1.60659
C -1.06469 0.73895 2.30176
C -0.10748 -5.70297 0.33741
H -2.69412 5.18740 -1.02840
N -2.08069 1.19468 0.12393
H -1.06074 0.95125 3.37242
C -1.70539 4.75104 -1.00502
H 2.22192 -3.63887 -1.03228
H -1.50180 -2.71869 0.89071
H 1.64178 1.01355 3.02356
H 2.14912 0.63290 -0.81346
C 1.99837 2.70237 -1.13773
H 0.03279 2.35658 1.72801
C 0.37547 -3.04158 -0.07283
H -0.67353 6.58406 -1.42810
H -2.48396 0.33760 -0.24524
C -0.78333 -3.45860 0.56775
H -2.89231 2.02401 -1.61910
H 3.36489 1.19598 1.10370
H 1.44864 -0.20460 1.74805
H 2.07163 2.41394 -2.18874
N -0.30827 2.88558 -0.71888
H 0.76629 -8.10508 -1.11374
H -1.00293 -0.33528 2.14446
H 2.39749 2.65310 1.29694
H 1.57565 5.51891 -1.47684
O 1.80098 -6.37877 -0.64412
H -2.40134 2.35732 1.83675
O -0.12797 -7.05762 0.42758
*
```

Largest force on an atom: 0.956 eV/Å
HOMO energy: -10.12 eV
Calculated total energy: -2808.56442 Ha
Energy above the lowest of the compared OMol25 structures with the same formula, charge and spin: 11.85 kJ/mol
LUMO level: -3.0642 eV

---

Record 3
Formula: C47H57N4O2S3Sc
Source: the Open Molecules 2025 dataset
Level of theory: ωB97M-V/def2-TZVPD

Structure (ORCA input):
```
! RIJCOSX wB97M-V def2-TZVPD def2/J DEFGRID3
* xyz 2 1
N 1.20816 -5.83567 -1.68957
C 2.51176 -8.20927 -1.48757
C 0.64796 3.47673 -2.02447
H 1.07596 5.92233 -3.19947
C -3.63094 3.75673 -0.52507
H -2.35704 5.27773 0.33683
N -0.26344 -2.07917 -1.56047
S 3.50216 0.50433 -0.23767
H -5.38534 3.10433 0.56283
C -1.62344 -4.35927 -2.45187
C 3.19986 0.72803 -4.10377
C 1.96746 5.42703 -2.81877
H 2.41846 -1.52307 4.01063
C 2.32866 1.69223 -3.35607
N -0.63804 1.46723 -1.22907
C 4.16766 -0.30957 1.28343
H 3.55746 0.37573 3.23123
C 0.35656 2.10353 -1.94857
C -1.22104 -5.41547 -0.19717
C 0.77426 -6.74647 -0.81187
H 2.07946 -2.28147 1.08193
O -0.12304 -0.84667 1.47583
C -4.58014 2.66673 -0.02997
H -1.88404 -3.24317 -4.26207
C 2.41996 2.90403 0.65453
C -1.04124 -4.33937 -1.18567
H -4.80624 -2.83027 -1.07457
C 4.91836 4.05923 1.04043
H -1.84914 4.02113 2.42203
C 4.82476 2.76923 0.54833
C 1.21186 1.23683 -2.67877
H 5.88716 4.51033 1.17773
H 0.05586 -3.58127 4.74563
C -0.00444 -1.55537 4.04313
C -1.69584 2.16343 -0.49187
H 3.45056 3.43173 -3.90887
H 4.10866 1.20853 -4.45387
C -3.19844 2.38693 2.03843
C -5.28724 -2.01807 -1.60977
C -2.52514 3.11393 -1.36757
C -0.35504 -3.18947 -0.81387
H -5.80924 -0.42027 -3.94727
H -5.74354 -1.32627 -0.90667
H -0.73314 -1.24317 -3.39977
H 2.23586 0.19553 2.08633
H -4.41544 0.67953 -4.00647
C 3.16756 -0.26077 2.43683
C -2.66424 1.06263 -0.00327
H -3.99464 2.79503 2.66013
C -3.79514 1.67273 0.82783
H -6.03264 -2.40537 -2.29907
H -0.26684 1.19603 5.96553
H -1.90194 3.88053 -1.81817
C 3.57326 2.19453 0.38613
H -2.63604 1.67413 2.64923
C -0.00324 -2.53937 5.02293
C -1.13044 2.89353 0.74283
H 2.80236 5.66053 -3.47247
C 1.41886 -7.97627 -0.66647
H 3.07006 -9.13447 -1.44997
H 3.77376 -2.20537 3.13343
H -2.10914 0.31873 0.60853
H -2.09884 -5.30817 0.42883
H -0.63384 -7.17787 0.75313
C 2.51906 4.19903 1.14123
H -4.17854 4.46913 -1.15027
H 2.17426 5.82813 -1.82707
H -2.17724 -5.22397 -2.78267
H -0.05814 -2.91287 7.12663
C -0.40804 -6.45307 -0.01447
C 1.73636 3.95163 -2.74407
C 1.89346 -2.45547 2.14753
Sc 0.07986 -0.16487 -0.43707
H 1.46036 2.43753 0.45933
H 5.10366 0.18883 1.51853
N 2.92426 -7.30807 -2.36407
H -0.13484 0.52243 3.57483
H 4.39426 -1.32957 0.97483
H 0.94306 0.17173 -2.73037
S 0.07586 -2.09697 2.32803
H 3.84766 5.77653 1.71773
O 2.03766 0.09083 -0.19167
H 0.15596 -3.19017 0.14323
H -4.46794 0.87993 1.16823
C -0.07134 -2.16107 6.35303
C 2.25456 -6.17407 -2.42127
C -0.16124 -0.81737 6.68783
S -3.99574 -1.15327 -2.55067
H -0.22134 -0.52827 7.72523
C 3.76616 4.76873 1.34413
H -5.50984 0.71133 -2.59727
C -0.11044 -0.21467 4.36513
H -3.07054 0.54223 -0.87637
H -2.96154 2.53263 -2.18277
H 5.71296 2.20913 0.29593
H 1.62816 4.76723 1.36453
H -5.03344 2.15843 -0.88507
C 2.84536 -1.64437 3.01333
H 0.02376 4.21133 -1.54397
H 1.07086 -8.71027 0.04103
H 2.60106 -5.44797 -3.14627
H -0.57164 2.15373 1.35073
C -0.18664 0.15393 5.69833
H 2.66616 0.34693 -4.97307
C -1.46994 -3.25217 -3.26697
C -3.03364 4.49073 0.67703
H -0.44754 3.68713 0.43713
C -0.81324 -2.13137 -2.78477
H 1.98286 -3.52257 2.35033
H 3.46616 -0.12827 -3.48577
C -5.04954 0.08463 -3.35727
C -2.27114 3.50003 1.55753
C 2.59276 3.05933 -3.37407
H -3.83024 4.95603 1.25913
*
```

Largest force on an atom: 1.395 eV/Å
HOMO energy: -12.19 eV
Calculated total energy: -4149.59554 Ha
Energy above the lowest of the compared OMol25 structures with the same formula, charge and spin: 47.65 kJ/mol
LUMO level: -4.7849 eV

---

Record 4
Formula: C2H3IO2
Source: the Open Molecules 2025 dataset
Level of theory: ωB97M-V/def2-TZVPD

Structure (ORCA input):
```
! RIJCOSX wB97M-V def2-TZVPD def2/J DEFGRID3
* xyz 0 3
I -3.46248 0.05352 0.04963
H -1.68972 -0.93444 -1.65202
O -1.19780 -1.91660 -0.00686
H 1.08492 0.73937 1.46224
H 1.17482 2.02513 0.09857
O -0.31932 0.70083 -0.11323
C 0.57990 1.17172 0.49470
C -1.75650 -1.07318 -0.60813
*
```

Largest force on an atom: 8.961 eV/Å
<S²>: 2.006
HOMO energy (alpha / beta): -6.95 / -9.81 eV
Calculated total energy: -525.98544 Ha
Energy above the lowest of the compared OMol25 structures with the same formula, charge and spin: 142.71 kJ/mol
LUMO level (alpha / beta): 0.3945 / -2.9607 eV

---

Record 5
Formula: C17H19NO3S2
Source: the Open Molecules 2025 dataset
Level of theory: ωB97M-V/def2-TZVPD

Structure (ORCA input):
```
! RIJCOSX wB97M-V def2-TZVPD def2/J DEFGRID3
* xyz 0 1
C 0.12023 -1.37902 -0.12251
C -2.32396 2.04384 0.00348
H -1.81569 -0.06269 2.62635
H 1.70145 2.50099 -1.55247
C 3.29615 0.73562 0.85230
O -3.35268 -0.12317 -1.16410
H 0.72260 0.27082 -1.32305
C -2.12675 0.09276 1.59324
C 0.03528 -3.67787 0.06012
C 2.48553 1.94013 -1.06230
H -1.17429 2.03377 1.83189
H 3.13392 0.35341 1.84826
C -1.41362 1.34177 1.01556
O 0.91262 2.41426 1.86037
C 0.81043 -3.38348 1.13118
S -3.72291 0.90739 -0.22781
H -1.61574 -3.59174 -2.03001
S 1.08525 -1.69299 1.28561
H 5.67512 0.93922 -1.53777
H -4.04422 1.00809 2.11945
C -0.37149 -2.53036 -0.66984
C 3.70981 1.77232 -1.68433
H -1.83490 -0.78486 1.01576
H -1.83725 2.23211 -0.94784
C -0.08418 0.01875 -0.62703
H -0.25055 -4.67884 -0.20998
C 4.51556 0.56122 0.22160
C 0.97514 1.65323 0.91324
C -3.62321 0.25402 1.46166
H -4.16793 -0.67942 1.54530
C 2.26764 1.40592 0.20381
H -2.08219 -1.90126 -1.79066
C 4.72224 1.07361 -1.04776
C -1.23783 -2.58348 -1.88507
H -1.03007 0.04590 -1.17708
O -4.94387 1.61739 -0.48000
N -0.12626 1.01391 0.42732
H -0.67141 -2.29613 -2.77051
H 1.24548 -4.05167 1.84700
H 3.87407 2.18997 -2.66673
H -2.74587 2.96685 0.38709
H 5.30838 0.02969 0.72625
*
```

Largest force on an atom: 0.796 eV/Å
HOMO energy: -8.71 eV
Calculated total energy: -1736.05325 Ha
SMILES: Cc1ccsc1CN(C(=O)c1ccccc1)[C@@H]1CCS(=O)(=O)C1
Energy above the lowest of the compared OMol25 structures with the same formula, charge and spin: 142.15 kJ/mol
LUMO level: 0.5428 eV

---

Record 6
Formula: C9H70NO27
Source: the Open Molecules 2025 dataset
Level of theory: ωB97M-V/def2-TZVPD

Structure (ORCA input):
```
! RIJCOSX wB97M-V def2-TZVPD def2/J DEFGRID3
* xyz -1 1
H -8.09327 -0.32929 -2.53940
H -5.92850 0.95657 -4.19875
H 3.32430 -2.74430 4.27432
H -5.44678 -1.94021 -1.59057
H 0.63551 -2.80629 6.16544
O -2.62970 -1.38050 -4.96108
O -0.36788 0.71970 -2.08454
H 5.67430 1.97523 -3.69818
O -1.90153 4.05991 -4.94272
O 3.16547 5.63216 -1.27489
C -1.50824 -0.27348 1.47690
H -1.07547 4.01841 -5.42455
H 5.57790 -4.01634 -3.96826
O 6.57797 1.65964 -3.70124
C 2.02052 -0.46740 -0.24921
O -5.70697 -3.81302 2.64357
O -0.74376 7.36016 -0.13146
H -0.74336 5.36439 5.83503
H 0.95036 -2.70655 0.66386
O 2.32351 -2.73063 -6.88874
H -6.42047 -4.30811 3.04609
H -3.84746 6.35214 2.49100
H 0.48750 -0.80945 2.28726
H -4.03435 -2.00214 -1.04917
H 2.61183 2.09898 -4.88558
H 3.64207 -4.07036 4.93197
O -0.12222 4.78321 6.27394
H 4.98124 0.14390 3.96912
C 0.77887 -1.96879 -1.92565
H 6.70608 0.09976 -0.51384
H 1.03514 -1.33833 -2.77708
O 2.89977 2.34016 -4.00515
O 5.70065 -4.91294 -3.65638
H 2.23986 0.40062 -0.87093
H 0.64414 0.76657 -6.01373
H -1.76105 3.50282 -4.17712
H -0.06570 6.70403 -0.29255
H 2.49460 4.19054 4.92807
H 0.87019 1.44458 -7.34830
O 7.07424 -0.36601 0.23699
H -2.05391 -1.14069 -4.23501
O -4.77354 -1.52267 5.41429
H -0.85424 1.87359 6.50556
H 0.07157 -1.67980 7.00501
H -0.69234 -2.13198 2.45074
H -3.11097 3.59962 4.82728
H 0.30299 2.52996 0.35643
H 2.44866 3.99456 3.42761
O -5.43399 1.27063 -4.95576
H -6.12674 -3.31354 1.94317
N -0.42039 0.00578 -0.79640
H 5.61232 -0.60530 2.81485
H -7.55506 -0.35246 -1.12458
O -7.35197 -0.04127 -2.00671
H 2.12390 -1.79578 -6.83928
H -0.18581 -2.40059 -2.19219
H -3.85738 3.64707 6.14353
C -1.02288 0.73195 0.35195
O -0.76136 -4.66482 -6.09543
H 1.92041 -0.09935 0.77187
O 1.10749 0.66562 -6.84519
H 0.71698 1.25085 1.52463
H -2.96358 0.65414 -0.51353
H -2.25670 2.24146 -0.63145
H 5.99432 -5.39734 -4.42798
H -0.07653 5.11421 7.17093
O 3.05319 4.02211 4.16923
H 1.49953 -2.78600 -1.89537
C 0.12139 -2.02480 0.47379
C -0.10119 1.77365 1.02927
O 3.72032 -7.83757 -2.06811
H 3.88132 5.50030 -0.65328
H -2.10168 1.07393 6.81588
H 4.20420 -7.01410 -2.00484
H -1.33353 -3.99393 -5.72292
H -3.98994 -1.08719 5.07881
O 0.04232 -2.63029 6.89578
H -2.42888 6.26132 1.97016
H 2.82370 -1.20428 -0.24978
H -0.62804 2.27040 1.84400
H 2.86699 4.74808 -1.48825
O -1.14673 1.03869 6.87109
O 5.32495 -0.71442 3.72135
O -4.74265 -2.55385 -1.38110
H -1.85545 0.16399 2.41295
O -2.98080 6.01040 2.71086
H -3.29745 -0.69481 -4.97441
H 3.07344 -2.84709 -6.30540
O 0.40812 -6.58515 3.54147
H 2.30268 1.87281 -3.42095
H 3.40670 -7.86278 -2.97212
H -3.05275 1.80161 0.79756
O -3.74012 3.11178 5.35870
C -0.34041 -1.32824 1.80403
O 2.91039 -3.51426 4.66431
H 0.96865 -5.80987 3.57273
H 7.75642 0.21699 0.57010
C -2.38387 1.39256 0.04033
H 0.02805 -4.18980 -6.35507
H -5.53328 2.22230 -4.92927
H -0.38995 -6.28684 3.10519
H -0.66585 -2.63640 0.03300
H -4.99234 -2.17163 4.74556
C 0.66031 -1.03890 -0.60044
H -0.91994 7.73958 -0.99240
H -2.33042 -0.80279 0.99530
H 7.08203 2.37129 -3.30661
*
```

Largest force on an atom: 3.229 eV/Å
HOMO energy: -2.65 eV
Calculated total energy: -2471.02736 Ha
Energy above the lowest of the compared OMol25 structures with the same formula, charge and spin: 747.30 kJ/mol
LUMO level: 1.4335 eV